An isolated molecule of C5H8NP at a distorted geometry. Source: OMol25; level of theory: wB97M-V/def2-TZVPD.

Atoms and positions in Å:
C -0.857 -0.497 -2.977
C 0.239 1.594 -0.036
C -0.293 -1.060 -0.685
C 0.935 2.822 0.561
C -0.410 -2.470 -0.172
N -0.807 -0.720 -1.777
P 0.228 0.139 0.668
H -1.690 -0.356 -3.491
H 0.256 3.452 0.930
H 1.514 3.336 -0.113
H 1.590 2.596 1.501
H -1.093 -2.511 0.563
H 0.687 -2.746 0.241
H -0.818 -2.990 -0.953
H 0.087 -0.628 1.740

Output
strongest force on any atom	0.106	Eh/bohr
energy	-591.1358	hartree
net charge	0
highest occupied orbital energy (spin up / spin down)	-7.4 / -7.4	eV
LUMO (spin up / spin down)	-0.1 / -0.1	eV

The ion C5H8NS with charge +1 at a distorted geometry. Source: OMol25; level of theory: wB97M-V/def2-TZVPD.

Atoms and positions in Å:
C -0.160 -1.357 -0.127
C -1.523 -1.298 -0.010
C 2.219 -0.302 0.033
C 1.323 0.854 0.291
C -2.197 1.366 -0.102
N 0.840 -0.484 -0.036
S -2.833 -0.110 0.014
H 0.325 -2.361 -0.194
H -1.880 -2.272 -0.012
H 2.550 -0.032 -1.010
H 2.965 -0.684 0.710
H 1.020 1.426 1.247
H 1.327 1.506 -0.564
H -1.199 1.512 -0.240
H -2.777 2.236 0.001

Output
strongest force on any atom	0.062	Eh/bohr
energy	-647.8494	hartree
net charge	+1
highest occupied orbital energy (spin up / spin down)	-12.9 / -12.9	eV
LUMO (spin up / spin down)	-5.7 / -5.7	eV